The following is a DFT calculation (ωB97M-V with the def2-TZVPD basis set) of 4 unconnected molecules or ions with the total composition C34H29BrN2O6.

```
72
Properties=species:S:1:pos:R:3:mulliken_charge:R:1
C -1.762 -4.852 1.973 -0.07
C -2.398 -3.906 1.617 -0.12
C -3.167 -2.753 1.187 -0.76
N -2.227 -1.632 0.897 0.17
C -2.179 -0.569 1.696 -0.06
C -1.295 0.457 1.471 -0.73
C -0.435 0.372 0.391 0.68
C 0.567 1.428 0.093 0.76
C 1.305 2.025 1.104 -0.76
C 2.224 2.987 0.783 -0.25
N 2.440 3.358 -0.485 0.22
C 3.442 4.404 -0.820 -0.86
C 4.877 3.913 -0.692 -0.52
C 5.105 2.465 -1.143 -0.73
Br 6.880 2.222 -1.889 -0.08
C 1.728 2.797 -1.470 -0.25
C 0.785 1.831 -1.216 -0.95
C -0.510 -0.742 -0.440 -0.80
C -1.410 -1.735 -0.164 -0.43
H -0.986 -5.514 2.271 0.46
H -3.850 -2.447 1.974 0.23
H -3.737 -2.987 0.292 0.36
H -2.851 -0.543 2.539 0.30
H -1.289 1.312 2.125 0.60
H 1.163 1.734 2.130 0.60
H 2.798 3.463 1.562 0.46
H 3.201 4.755 -1.817 0.27
H 3.267 5.243 -0.154 0.39
H 5.535 4.569 -1.251 0.55
H 5.188 3.991 0.348 0.35
H 4.395 2.134 -1.892 0.29
H 5.079 1.810 -0.282 0.42
H 1.892 3.141 -2.479 0.53
H 0.244 1.425 -2.052 0.65
H 0.144 -0.850 -1.288 0.62
H -1.477 -2.614 -0.782 0.48
C 5.148 5.279 -5.795 -0.40
C 4.344 4.424 -5.169 -0.24
C 2.881 4.611 -5.155 0.50
O 2.161 3.820 -4.559 -0.63
C 2.321 5.776 -5.870 -0.46
C 3.116 6.635 -6.504 -0.38
C 4.594 6.457 -6.518 0.28
O 5.316 7.236 -7.089 -0.48
H 6.225 5.163 -5.815 0.44
H 4.715 3.554 -4.638 0.49
H 1.244 5.886 -5.848 0.43
H 2.733 7.498 -7.035 0.42
C -2.457 -7.285 -0.398 0.00
C -1.315 -7.953 -0.527 -0.29
C -1.300 -9.377 -0.956 0.28
O -0.258 -9.979 -1.070 -0.52
C -2.609 -10.019 -1.235 -0.38
C -3.752 -9.348 -1.107 -0.37
C -3.765 -7.928 -0.679 0.27
O -4.797 -7.303 -0.562 -0.54
H -2.496 -6.251 -0.087 0.26
H -0.348 -7.505 -0.329 0.43
H -2.576 -11.055 -1.547 0.42
H -4.716 -9.798 -1.305 0.42
C -2.905 -0.250 5.717 -0.27
C -2.563 0.508 6.754 -0.42
C -3.559 1.390 7.424 0.27
O -3.243 2.083 8.361 -0.49
C -4.946 1.380 6.893 -0.38
C -5.284 0.618 5.855 -0.43
C -4.290 -0.251 5.188 0.49
O -4.601 -0.947 4.235 -0.58
H -2.198 -0.907 5.221 0.54
H -1.560 0.522 7.163 0.44
H -5.656 2.024 7.396 0.42
H -6.288 0.596 5.452 0.44
```

- E_HOMO: -13.2876 eV
- Multiplicity: 1
- Gap between HOMO and LUMO: 5.669 eV
- LUMO energy: -0.280 Eh
- Charge: +2